--- one ---
27
Properties=species:S:1:pos:R:3 method="wB97M-V/def2-TZVPD" homo_energy_ev="-13.15 / -13.68" charge=+1 spin_multiplicity=2 s2=0.78
C 2.96 0.63 3.56
C 1.78 0.06 2.78
H 3.69 -0.13 3.75
H 3.43 1.47 3.03
H 2.68 1.09 4.49
H 1.38 -0.88 3.15
H 2.18 -0.21 1.78
H 0.97 0.77 2.69
C 1.39 -0.76 -2.38
C -1.89 -0.60 -0.72
C -0.88 -0.03 -1.52
C 0.11 -1.00 -1.67
C -0.32 -2.13 -0.95
C -3.08 1.41 -0.73
C -3.03 0.08 -0.35
C -2.08 2.04 -1.52
C -0.98 1.35 -1.89
N -1.50 -1.90 -0.36
H -3.89 2.05 -0.40
H -3.75 -0.40 0.29
H -2.20 3.09 -1.80
H -0.14 1.79 -2.40
H -2.21 -2.60 -0.22
H 0.10 -3.14 -0.92
H 2.01 -0.03 -1.83
H 1.27 -0.37 -3.38
H 2.01 -1.65 -2.45

--- two ---
27
Properties=species:S:1:pos:R:3 method="wB97M-V/def2-TZVPD" homo_energy_ev="-13.20 / -13.35" charge=+1 spin_multiplicity=2 s2=0.78
C -0.52 -2.49 -0.41
C -1.45 0.74 1.21
C -0.61 -0.40 1.04
C -1.14 -1.08 -0.12
C -2.23 -0.35 -0.62
C -1.25 1.71 2.24
C -0.27 1.53 3.20
C 0.34 -0.62 2.16
C 0.57 0.35 3.13
N -2.38 0.76 0.15
H -3.11 1.54 0.11
H -2.05 2.49 2.30
H -2.56 -0.60 -1.71
H -0.23 2.06 4.10
H 0.97 -1.53 2.14
H -1.10 -3.23 0.17
H 0.52 -2.30 -0.19
H 1.44 0.37 3.77
H -0.60 -2.61 -1.49
C 2.54 0.88 -2.82
C 1.42 0.04 -2.46
H 2.65 0.98 -3.88
H 2.45 1.94 -2.60
H 3.50 0.41 -2.49
H 1.64 -0.91 -1.86
H 0.82 0.35 -1.68
H 0.64 0.00 -3.39

The energetic minimum among the shown structures is one; the next structure lies 216.2 kJ/mol above.